# 1
The following is a quantum chemistry calculation of the molecule C4H5NOS2 at a distorted geometry, from the Open Molecules 2025 dataset.

Structure (ORCA input):
```
! wB97M-V def2-TZVPD RIJCOSX def2/J DEFGRID3
* xyz 0 1
C -0.16262 1.69387 0.33760
H 1.58145 -2.32095 -1.34718
S -1.67860 -0.15604 1.67406
H -1.21856 -3.35101 0.19445
H 0.30403 1.66476 1.32032
S -3.21792 -2.74963 1.57144
N -0.88593 -2.39042 0.42793
C -0.85378 0.36749 0.20683
H -1.08934 2.21430 0.40577
H 0.46609 1.73784 -0.47259
C -1.91056 -1.84179 1.10962
O 0.73742 -2.64774 -1.05743
C 0.25041 -1.88664 -0.07623
*
```

LUMO level   -0.441 eV
ΔE to the lowest compared entry with this formula, charge and spin   123.2 kcal per mole
HOMO-LUMO gap   7.328 eV
Max |F|   0.0856 Eh/bohr
HOMO energy   -7.768 eV

=====

# 2
The following is a quantum chemistry calculation of the molecule C4H5NS at a distorted geometry, from the Open Molecules 2025 dataset.

Structure (ORCA input):
```
! wB97M-V def2-TZVPD RIJCOSX def2/J DEFGRID3
* xyz 0 1
H 0.59871 -1.07467 -1.25120
C -0.13113 0.26935 0.23518
H -0.19916 -2.74616 0.98492
C 0.23453 -1.22906 -0.30450
H 1.04171 0.77173 -1.47409
N 0.29535 -2.44259 0.10561
C 0.32431 1.25065 -0.76879
H -0.55050 1.55333 -1.27412
S -1.35621 0.91609 2.68987
C -0.76963 0.52493 1.33990
H 0.51201 2.20640 -0.28278
*
```

LUMO level   -0.305 eV
ΔE to the lowest compared entry with this formula, charge and spin   58.7 kcal per mole
Structure (SMILES)   [H]/N=C\C(C)=C=S
HOMO-LUMO gap   8.061 eV
Max |F|   0.0745 Eh/bohr
HOMO energy   -8.366 eV

=====

# 3
The following is a quantum chemistry calculation of the molecule C4H5NS at a distorted geometry, from the Open Molecules 2025 dataset.

Structure (ORCA input):
```
! wB97M-V def2-TZVPD RIJCOSX def2/J DEFGRID3
* xyz 0 1
H -0.31138 -2.73745 0.42601
H -0.45712 1.17840 0.19984
H 2.00402 2.04595 0.11053
H -1.51714 -1.31850 0.71796
C 1.67645 -1.37422 -0.36220
C -0.49192 -1.61834 0.45366
C 0.41712 0.79813 -0.28676
C 0.43963 -0.77116 -0.06520
N 1.69799 1.10538 0.40118
H 0.41974 0.89796 -1.38217
S 2.82310 -0.24028 0.04369
*
```

LUMO level (alpha / beta)   -0.258 / -0.258 eV
ΔE to the lowest compared entry with this formula, charge and spin   80.6 kcal per mole
HOMO-LUMO gap (alpha / beta)   8.580 / 8.580 eV
Max |F|   0.0730 Eh/bohr
HOMO energy (alpha / beta)   -8.838 / -8.839 eV

=====

# 4
The following is a quantum chemistry calculation of the molecule C4H5NS at a distorted geometry, from the Open Molecules 2025 dataset.

Structure (ORCA input):
```
! wB97M-V def2-TZVPD RIJCOSX def2/J DEFGRID3
* xyz 0 1
C 0.30784 -1.21988 -0.38113
H 1.66339 1.31018 1.45255
C 1.11648 1.04892 0.55770
N 1.18264 1.06647 -0.65402
H 0.24395 -1.94086 0.50799
H -1.49467 1.78859 0.26614
C -1.27067 0.77376 -0.02408
H -0.58242 -1.42490 -1.09554
C 0.08553 0.24619 -0.05507
H 1.28900 -1.29738 -0.76530
S -2.54107 -0.35110 0.19076
*
```

LUMO level (alpha / beta)   -0.715 / -0.716 eV
ΔE to the lowest compared entry with this formula, charge and spin   70.6 kcal per mole
Structure (SMILES)   C[C@@]1(C=S)C=N1
HOMO-LUMO gap (alpha / beta)   8.052 / 8.052 eV
Max |F|   0.0843 Eh/bohr
HOMO energy (alpha / beta)   -8.768 / -8.767 eV

=====

# 5
The following is a quantum chemistry calculation of the molecule C4H5NS at a distorted geometry, from the Open Molecules 2025 dataset.

Structure (ORCA input):
```
! wB97M-V def2-TZVPD RIJCOSX def2/J DEFGRID3
* xyz 0 3
N -0.31097 0.08085 -1.42196
C -0.20777 0.26525 0.99056
H -0.52289 1.15332 1.57300
C 1.06844 -0.38129 0.78359
C 0.81589 -0.37511 -1.38368
S -0.09230 -1.50362 1.48868
H -2.04577 -0.05018 -0.08617
H 1.44148 -0.79585 -2.19943
H 2.15181 -0.36611 0.80468
C -1.05052 0.47702 -0.29020
H -1.24740 1.49572 -0.25906
*
```

LUMO level (alpha / beta)   0.928 / -1.277 eV
ΔE to the lowest compared entry with this formula, charge and spin   73.3 kcal per mole
⟨S²⟩   2.008
HOMO-LUMO gap (alpha / beta)   6.056 / 8.407 eV
Max |F|   0.0590 Eh/bohr
HOMO energy (alpha / beta)   -5.127 / -9.684 eV

=====

# 6
The following is a quantum chemistry calculation of a cluster of 2 separate species, C4H5NS in total at a distorted geometry, from the Open Molecules 2025 dataset.

Structure (ORCA input):
```
! wB97M-V def2-TZVPD RIJCOSX def2/J DEFGRID3
* xyz 0 3
C -0.28901 -0.23422 0.62787
H 0.00729 0.16726 1.59015
N 1.07977 -2.16784 -0.23822
S 3.04230 0.94292 -0.00843
H -2.33797 1.59244 -1.22838
C 0.54961 -1.14834 0.08584
H 3.16400 1.84403 0.95174
H 1.94427 -2.29302 -0.74385
C -1.37190 0.25016 0.01393
H -3.38730 0.31295 -0.47031
C -2.40106 0.73369 -0.58034
*
```

LUMO level (alpha / beta)   0.776 / -2.566 eV
ΔE to the lowest compared entry with this formula, charge and spin   45.0 kcal per mole
⟨S²⟩   2.029
HOMO-LUMO gap (alpha / beta)   6.950 / 7.195 eV
Max |F|   0.0371 Eh/bohr
HOMO energy (alpha / beta)   -6.175 / -9.762 eV

=====

# 7
The following is a quantum chemistry calculation of the molecule C4H5NS2 at a distorted geometry, from the Open Molecules 2025 dataset.

Structure (ORCA input):
```
! wB97M-V def2-TZVPD RIJCOSX def2/J DEFGRID3
* xyz 0 1
H 1.98321 0.68104 -0.22028
C 0.70243 -1.19685 0.79642
H 0.77205 1.00156 -1.69322
S -2.07217 1.43474 -0.64945
C 1.25906 0.30656 -0.97400
H -0.38419 -1.01598 -0.94849
C 0.16077 -0.43904 -0.29258
N 0.96282 -1.99088 1.61211
S -1.55610 0.15241 1.91729
C -1.09946 0.53056 0.34344
H 1.79496 -0.37215 -1.56441
H -2.52338 0.90804 1.67317
*
```

LUMO level   -0.693 eV
ΔE to the lowest compared entry with this formula, charge and spin   45.8 kcal per mole
Structure (SMILES)   C[C@@H](C#N)C(=S)S
HOMO-LUMO gap   8.446 eV
Max |F|   0.0864 Eh/bohr
HOMO energy   -9.139 eV

=====

# 8
The following is a quantum chemistry calculation of a structure of composition C4H5NS3 at a distorted geometry, from the Open Molecules 2025 dataset.

Structure (ORCA input):
```
! wB97M-V def2-TZVPD RIJCOSX def2/J DEFGRID3
* xyz 0 1
H 2.68041 0.66855 -0.67260
C 1.06484 -0.35611 0.16731
N -0.30631 0.01674 0.28254
H -1.82885 -1.46606 -0.86563
H -0.81769 -2.15387 1.11621
S 0.13106 1.73579 -1.84073
C -1.40838 -1.06280 0.43540
H -2.25016 -0.33064 1.15174
C -0.76761 0.93722 -0.60199
S 1.52012 -1.87276 0.14311
H -1.79945 1.19243 -0.68447
C 1.87862 0.85579 0.03632
S 1.90340 1.83571 1.33279
*
```

LUMO level   -1.373 eV
ΔE to the lowest compared entry with this formula, charge and spin   122.0 kcal per mole
HOMO-LUMO gap   7.436 eV
Max |F|   0.0976 Eh/bohr
HOMO energy   -8.808 eV

=====

# 9
The following is a quantum chemistry calculation of the molecule C4H5NS3 at a distorted geometry, from the Open Molecules 2025 dataset.

Structure (ORCA input):
```
! wB97M-V def2-TZVPD RIJCOSX def2/J DEFGRID3
* xyz 0 1
S -0.13925 -0.75312 2.23652
N 1.22209 -2.23480 0.43663
C 0.16428 1.15605 -0.49496
S 1.63444 1.52031 -0.79504
C 0.49922 -1.17739 0.82814
H -1.50612 2.13321 -1.45113
H 0.96935 -3.19003 1.00460
C -1.07446 2.04847 -0.21444
H -1.99373 1.35126 0.43851
S -0.75693 -1.15178 -1.55464
C 0.07935 -0.37300 -0.34659
H -0.66244 3.10376 0.46345
H 1.56420 -2.43296 -0.55104
*
```

LUMO level   -1.179 eV
ΔE to the lowest compared entry with this formula, charge and spin   91.7 kcal per mole
Structure (SMILES)   CC(=S)C(=S)C(N)=S
HOMO-LUMO gap   7.490 eV
Max |F|   0.0970 Eh/bohr
HOMO energy   -8.669 eV

=====

# 10
The following is a quantum chemistry calculation of a structure of composition C4H5O2Sm at a distorted geometry, from the Open Molecules 2025 dataset.

Structure (ORCA input):
```
! wB97M-V def2-TZVPD RIJCOSX def2/J DEFGRID3
* xyz 1 7
Sm 0.55846 3.04014 0.02917
C -1.97003 0.01263 0.45406
H 1.24625 -0.36387 -2.03729
H 1.56839 -1.12859 0.92476
C 1.12983 -0.51940 0.12619
O 1.61920 0.78654 0.06941
H -0.29185 -0.60435 0.27534
H 2.90189 -0.44832 -1.20508
H -3.64874 -1.05935 1.42175
C -3.09664 -0.57172 0.62877
O -1.83264 1.26155 0.42027
C 1.81589 -0.40526 -1.10735
*
```

LUMO level (alpha / beta)   -5.644 / -5.546 eV
ΔE to the lowest compared entry with this formula, charge and spin   125.2 kcal per mole
⟨S²⟩   12.011
HOMO-LUMO gap (alpha / beta)   4.306 / 4.488 eV
Max |F|   0.1128 Eh/bohr
HOMO energy (alpha / beta)   -9.951 / -10.033 eV

=====

# 11
The following is a quantum chemistry calculation of a structure of composition C4H5O2Zn at a distorted geometry, from the Open Molecules 2025 dataset.

Structure (ORCA input):
```
! wB97M-V def2-TZVPD RIJCOSX def2/J DEFGRID3
* xyz 1 1
H -1.52117 2.96859 0.53162
H -1.84877 1.01821 -0.69119
Zn 2.13952 -2.98796 0.85584
H -0.48213 -2.05697 -0.33568
H -1.29369 0.67350 0.96170
C 0.17355 0.47866 -0.52078
C 0.52933 -1.92571 0.10920
C -1.01099 1.16122 0.01271
O 0.61260 -2.01913 1.38359
O -0.72988 2.53202 0.20426
H 2.22227 0.03381 -1.43437
C 1.20937 0.12376 -1.07691
*
```

LUMO level (alpha / beta)   -7.170 / -6.828 eV
ΔE to the lowest compared entry with this formula, charge and spin   18.8 kcal per mole
HOMO-LUMO gap (alpha / beta)   6.361 / 7.222 eV
Max |F|   0.0609 Eh/bohr
HOMO energy (alpha / beta)   -13.531 / -14.050 eV

=====

# 12
The following is a quantum chemistry calculation of the ion C4H5O3 with charge +1 at a distorted geometry, from the Open Molecules 2025 dataset.

Structure (ORCA input):
```
! wB97M-V def2-TZVPD RIJCOSX def2/J DEFGRID3
* xyz 1 1
C -0.01645 0.99050 -0.22610
H 2.11665 -2.20516 -0.65412
C 2.15541 0.09738 -0.10570
O 0.31709 -1.34630 0.12213
C 1.48398 -1.21738 -0.35749
H -0.60275 1.84898 0.10552
H 0.12452 0.96697 -1.36887
C -0.53397 -0.26306 0.50202
H -0.50885 -0.08157 1.52413
O 3.37137 0.11623 0.13035
O 1.38608 1.10641 0.12913
H -1.56622 -0.32050 -0.01171
*
```

LUMO level   -7.488 eV
ΔE to the lowest compared entry with this formula, charge and spin   46.3 kcal per mole
HOMO-LUMO gap   8.875 eV
Max |F|   0.1091 Eh/bohr
HOMO energy   -16.364 eV

=====

Question: The lowest max |F| belongs to which entry?
Answer: number 6